No. 1
Molecular formula: C24H20N3O13SY
Method: DFT, ωB97M-V/def2-TZVPD

- HOMO energy (Ha) = -0.3458
- HOMO-LUMO gap (eV) = 7.94

XYZ file:
```
62
Properties=species:S:1:pos:R:3:forces:R:3
Y 0.778 -0.192 0.217 -0.2471 -0.1944 0.5906
O -3.757 -0.927 -0.054 0.0507 -0.0224 -0.0614
C -2.465 -0.922 0.245 -0.0697 0.0859 0.0333
O -1.576 -0.991 -0.569 0.0251 -0.0228 0.0856
C -2.192 -0.824 1.716 -0.0048 -0.0111 0.0020
C -3.161 -0.746 2.702 0.0189 -0.0039 -0.0078
C -2.733 -0.680 4.020 -0.0073 -0.0030 0.0053
C -1.375 -0.699 4.306 -0.0171 -0.0416 0.0238
C -0.483 -0.774 3.246 -0.0355 -0.0184 0.0033
N -0.895 -0.833 1.986 0.0057 0.0908 0.0794
C 1.023 -0.827 3.369 0.1532 0.0067 0.1273
O 1.571 -0.416 4.492 -0.0834 -0.0459 -0.0796
O 1.682 -1.257 2.450 -0.1457 -0.0189 -0.0794
H -3.841 -0.977 -1.020 -0.0133 0.0048 0.0051
H -4.209 -0.736 2.441 -0.0018 -0.0006 -0.0018
H -3.453 -0.614 4.824 0.0017 -0.0015 0.0017
H -1.027 -0.650 5.327 0.0220 0.0148 -0.0080
H 0.999 0.220 4.994 0.0087 0.0164 0.0691
O 2.460 1.209 -5.693 0.0020 -0.0070 0.0145
C 2.018 0.826 -4.475 0.0114 0.0363 -0.0533
C 2.307 -0.429 -3.942 -0.0529 0.0009 0.0372
C 1.814 -0.716 -2.687 0.0538 -0.0008 -0.1690
N 1.080 0.162 -2.019 0.0293 0.0597 -0.3177
C 0.793 1.363 -2.517 -0.0191 -0.0043 -0.1490
C 1.250 1.745 -3.758 -0.0235 -0.0202 0.0157
C -0.061 2.229 -1.584 0.1183 0.0070 -0.1031
O -0.353 3.360 -1.926 -0.1253 -0.0100 0.0346
O -0.372 1.626 -0.487 0.0356 0.0127 -0.0222
C 2.049 -2.029 -1.936 -0.0730 -0.0233 -0.0397
O 2.565 -2.961 -2.513 0.0468 0.0121 0.0130
O 1.627 -1.981 -0.710 0.1765 -0.1135 -0.2163
H 2.986 0.503 -6.087 -0.0035 0.0003 -0.0009
H 2.894 -1.170 -4.470 0.0053 -0.0025 0.0034
H 1.022 2.722 -4.157 -0.0074 0.0063 0.0085
C -2.834 5.239 0.776 0.0067 -0.0018 -0.0014
C -2.060 4.696 1.942 -0.0136 -0.0736 -0.0176
C -1.471 5.530 2.886 -0.0051 0.0129 0.0143
C -0.683 5.016 3.906 -0.0016 0.0335 0.0151
C -0.499 3.645 3.995 -0.0374 -0.0417 -0.0688
C -1.118 2.792 3.088 -0.0541 -0.0464 0.0061
C -1.891 3.316 2.073 0.0319 0.0472 0.0367
S 0.712 3.007 5.098 0.0365 0.1789 -0.0593
O 1.000 4.018 6.065 -0.0146 -0.0649 0.0064
O 0.291 1.682 5.539 -0.0506 0.0036 0.0372
N 2.046 2.708 4.199 -0.0042 -0.0982 -0.0049
C 2.454 3.621 3.117 0.0338 0.0580 0.0332
C 3.149 2.821 2.019 0.0414 0.0195 -0.0631
C 2.284 1.751 1.385 0.0007 -0.0529 0.1092
O 2.666 1.158 0.343 0.1655 0.1482 0.0382
O 1.189 1.430 1.939 0.0381 0.0108 0.0781
H -2.804 6.327 0.748 -0.0011 0.0001 0.0019
H -3.880 4.928 0.824 -0.0014 -0.0004 0.0073
H -2.415 4.853 -0.154 0.0096 0.0163 -0.0147
H -1.607 6.602 2.808 0.0107 0.0027 -0.0069
H -0.198 5.668 4.620 0.0062 -0.0024 -0.0018
H -0.964 1.725 3.157 0.0124 0.0976 0.0075
H -2.321 2.654 1.332 0.0006 0.0070 -0.0246
H 1.920 1.779 3.812 0.0360 -0.0076 0.0002
H 3.135 4.368 3.522 -0.0125 0.0046 -0.0127
H 1.591 4.140 2.692 -0.0096 -0.0303 -0.0036
H 4.047 2.328 2.403 -0.0303 -0.0311 0.0204
H 3.491 3.485 1.224 -0.0283 0.0222 0.0234
```
Forces are in eV/Å.

---

No. 2
Molecular formula: C2H5NO2
Method: DFT, ωB97M-V/def2-TZVPD

- HOMO energy (Ha) = -0.3333
- HOMO-LUMO gap (eV) = 9.75
- structure (SMILES) = O/C=N/CO

XYZ file:
```
10
Properties=species:S:1:pos:R:3:forces:R:3
C -0.317 0.266 -0.943 -2.7724 -1.7976 -1.2405
C -0.234 -0.025 1.108 4.4829 1.8982 2.1033
O 0.339 0.128 -2.167 0.7218 0.2557 0.4483
O 0.338 -0.692 2.131 -0.7329 0.4436 0.2473
N 0.559 0.434 0.174 -1.8937 -1.6096 1.7680
H 1.280 0.072 -1.927 -0.3015 -0.0517 -0.2956
H 1.284 -0.780 1.926 -0.1623 -0.0101 -0.1713
H -1.129 0.996 -1.034 0.2833 0.5174 -0.1642
H -0.885 -0.725 -0.668 0.5907 1.3021 -1.8227
H -1.235 0.327 1.400 -0.2158 -0.9480 -0.8727
```
Forces are in eV/Å.

---

No. 3
Molecular formula: C5H9NO
Method: DFT, ωB97M-V/def2-TZVPD

- HOMO energy (Ha) = -0.3232
- HOMO-LUMO gap (eV) = 9.52
- structure (SMILES) = C/C(N)=C(/C)C=O

XYZ file:
```
16
Properties=species:S:1:pos:R:3:forces:R:3
C -1.266 -0.484 1.268 0.7081 -3.1709 -0.8764
C 1.521 0.925 -1.261 0.0811 0.0647 -0.0037
C 0.053 -0.774 -0.026 -3.1562 2.3240 2.6819
C 0.579 0.414 -0.227 -0.0346 0.3635 0.0936
N -0.092 -1.920 -0.706 0.1894 -1.1227 -0.7046
C -0.085 1.366 0.745 1.2327 2.4876 -2.3931
O -0.766 2.310 0.334 0.8400 -1.4463 1.1249
H -0.378 -1.844 -1.676 0.0499 -0.1125 0.3225
H -0.464 -2.727 -0.217 0.1368 0.3340 -0.1640
H 0.398 1.330 1.739 -0.7996 -0.0789 0.3311
H -2.072 -1.032 0.773 0.1831 -0.4192 0.0293
H -1.861 0.301 1.737 0.9724 0.8758 -0.4461
H -0.836 -1.086 2.074 -0.4541 -0.0973 0.0974
H 2.325 1.489 -0.778 0.0081 -0.0384 -0.1576
H 1.956 0.120 -1.857 -0.0364 0.0571 0.0692
H 0.988 1.613 -1.922 0.0791 -0.0205 -0.0044
```
Forces are in eV/Å.

---

No. 4
Molecular formula: C6H6NO4
Method: DFT, ωB97M-V/def2-TZVPD

- total charge = -1
- HOMO energy (Ha) = -0.1332
- HOMO-LUMO gap (eV) = 7.16

XYZ file:
```
17
Properties=species:S:1:pos:R:3:forces:R:3
C -2.271 -1.173 0.283 -1.1740 -0.4541 -2.0989
C 1.440 -1.102 0.556 1.1552 1.3541 1.3838
C 1.311 -0.460 -0.789 1.6279 2.3329 0.2939
C -0.450 0.824 1.046 0.5371 -2.7727 0.4130
C -1.121 -0.377 0.474 0.7650 0.6382 0.9049
C 0.291 -0.237 0.303 0.9685 0.1343 -1.4758
N 0.079 2.150 -1.948 0.1753 0.2794 0.8911
O -3.151 -1.609 -0.422 0.9895 0.4498 1.5838
O -1.648 -1.405 1.427 -1.0010 -1.3386 0.6471
O 0.817 2.501 -0.986 0.0750 0.1962 -0.7903
O -1.127 2.047 -1.646 -0.1416 -0.1093 -0.3769
H 1.184 -2.071 0.501 -0.6078 -3.6277 0.4364
H 2.174 -0.850 1.393 -0.8328 -0.0771 -1.6513
H 2.095 0.294 -1.003 -1.0769 0.1013 0.4889
H 1.139 -0.931 -1.740 -0.6594 -0.8999 0.2408
H -0.509 1.636 0.449 -0.4502 3.2916 -1.1002
H -0.252 0.762 2.104 -0.3499 0.5016 0.2095
```
Forces are in eV/Å.

---

The evaluated F_max for the records listed, in turn: 0.013; 0.103; 0.092; 0.072 hartree/bohr.